Record 1
Entry from the Open Molecules 2025 dataset: C40H104KN5O15 as an isolated structure in a non-equilibrium geometry (ωB97M-V with the def2-TZVPD basis set).

Geometry as XYZ:
```
165
C40H104KN5O15 | the Open Molecules 2025 dataset | ωB97M-V with the def2-TZVPD basis set
K 0.8649 -5.9498 -2.4466
C -0.0256 -1.4151 0.1787
C -0.6784 -2.2040 -1.0218
O -0.1015 -3.4755 -1.2203
H -0.1181 -1.9733 1.1103
H -0.4855 -0.4311 0.2698
H 1.0163 -1.1284 0.0360
H -0.5701 -1.6483 -1.9533
H -1.7635 -2.2679 -0.9398
C -3.8892 -0.1381 -2.8504
O -4.4886 1.0338 -3.4211
C -4.5254 2.1540 -2.5560
C -5.1029 3.3856 -3.2843
N -4.7020 4.6698 -2.6997
C -5.4442 5.7625 -3.4072
C -5.0782 7.1008 -2.7764
O -6.0978 8.1279 -3.0022
C -6.0580 8.8000 -4.2352
H -4.5302 -0.5922 -2.0948
H -2.9096 0.0160 -2.3978
H -3.7119 -0.8695 -3.6389
H -3.4747 2.3275 -2.3236
H -5.0247 1.9468 -1.6095
H -6.1795 3.2610 -3.4007
H -4.6746 3.3022 -4.2832
H -3.7269 4.8518 -2.8897
H -6.5095 5.6416 -3.2102
H -5.3222 5.6776 -4.4870
H -4.1160 7.4261 -3.1721
H -4.9586 6.9359 -1.7056
H -5.1115 9.3371 -4.2962
H -6.8081 9.5849 -4.3326
H -6.0997 8.1614 -5.1176
C 1.5891 2.9893 -0.9264
O 1.4849 2.5407 -2.2537
C 1.2586 1.1880 -2.3252
C 1.3490 0.5990 -3.6973
N 2.6614 0.9473 -4.1795
C 2.7768 0.4789 -5.5352
C 4.1024 0.9160 -6.2452
O 4.1113 2.3348 -6.3196
C 5.3318 2.9569 -6.6660
H 1.4100 4.0627 -0.8636
H 2.5716 2.8070 -0.4911
H 0.9477 2.4306 -0.2448
H 0.2644 1.0062 -1.9170
H 1.9359 0.6441 -1.6667
H 0.5395 0.9633 -4.3298
H 1.3043 -0.4900 -3.6892
H 2.8342 1.9366 -4.2868
H 1.9521 0.9261 -6.0901
H 2.6528 -0.6019 -5.6035
H 4.0480 0.6123 -7.2906
H 5.0010 0.4903 -5.7986
H 6.1108 2.7377 -5.9359
H 5.1690 4.0291 -6.7758
H 5.7937 2.5513 -7.5662
C -3.0751 -1.8092 3.4975
O -4.2506 -1.8631 2.7053
C -4.1960 -1.0195 1.5382
C -5.1114 -1.7256 0.4773
N -4.4656 -2.7635 -0.2928
C -4.4321 -4.0109 0.4213
C -3.5393 -5.0549 -0.3094
O -3.6127 -6.1904 0.5055
C -2.8838 -7.3276 0.0512
H -3.1307 -2.7006 4.1224
H -2.9298 -0.9141 4.1024
H -2.1925 -1.8708 2.8609
H -3.1624 -0.8797 1.2215
H -4.6010 -0.0408 1.7958
H -5.4558 -0.9567 -0.2143
H -5.9627 -2.1516 1.0082
H -3.5269 -2.5578 -0.6038
H -5.4493 -4.3774 0.5598
H -4.0237 -3.8601 1.4205
H -2.5284 -4.6489 -0.2717
H -3.7423 -5.2256 -1.3667
H -3.0973 -7.5776 -0.9881
H -3.0916 -8.2121 0.6532
H -1.8089 -7.1490 0.0805
C 10.3896 -0.7897 2.7492
O 9.4012 0.1137 2.1929
C 9.3543 1.3832 2.7822
C 8.2468 2.2543 2.1471
N 6.9191 1.7451 2.5055
C 5.9117 2.6234 1.8744
C 4.4928 2.0600 1.9165
O 4.4754 0.9566 1.0634
C 3.2739 0.1692 1.1702
H 10.0821 -1.1003 3.7477
H 11.3831 -0.3451 2.8066
H 10.4274 -1.6749 2.1143
H 10.2759 1.9559 2.6790
H 9.1927 1.2217 3.8480
H 8.2746 2.3686 1.0635
H 8.4055 3.2568 2.5444
H 6.7631 0.8400 2.0855
H 6.1606 2.8360 0.8347
H 5.8671 3.5322 2.4746
H 3.7724 2.8525 1.7140
H 4.2631 1.6750 2.9100
H 3.3272 -0.6346 0.4358
H 2.3854 0.7497 0.9219
H 3.0823 -0.3139 2.1283
C -2.0644 2.3746 5.4137
O -2.6933 2.1406 6.6725
C -2.3451 0.8859 7.2219
C -0.8986 0.8558 7.8271
N -0.3899 -0.4630 8.1965
C -0.3752 -1.4633 7.1516
C 0.5168 -1.0398 5.9478
O -0.3966 -0.6521 4.8983
C 0.2843 -0.2137 3.7739
H -0.9824 2.5064 5.4276
H -2.5124 3.3102 5.0791
H -2.3067 1.5384 4.7579
H -2.5816 0.1013 6.5031
H -3.0539 0.7469 8.0382
H -1.0000 1.4484 8.7363
H -0.1806 1.4109 7.2235
H -0.9034 -0.8103 8.9938
H -1.3769 -1.8259 6.9209
H 0.0790 -2.2954 7.6895
H 1.0793 -1.9238 5.6476
H 1.1486 -0.2117 6.2690
H 1.0576 0.5093 4.0333
H -0.4288 0.2495 3.0919
H 0.7298 -1.0899 3.3029
C 4.3566 -2.9902 -3.2122
C 2.9875 -2.7998 -2.6339
O 2.7239 -3.8191 -1.7112
H 4.4796 -2.3010 -4.0477
H 4.5406 -4.0062 -3.5614
H 5.1963 -2.6697 -2.5955
H 2.2439 -2.8836 -3.4265
H 2.9039 -1.8993 -2.0255
H 1.8953 -3.6532 -1.2557
C -2.1720 -3.2146 -4.9353
C -0.6403 -2.9790 -5.0037
O -0.0680 -3.9265 -4.1415
H -2.5605 -4.1937 -5.2157
H -2.5532 -2.4889 -5.6538
H -2.5291 -2.9276 -3.9463
H -0.4546 -1.9702 -4.6351
H -0.1971 -3.0858 -5.9937
H -0.2014 -3.6350 -3.2366
C -2.5717 2.5410 0.4483
C -2.3625 2.7521 1.9607
O -1.0587 3.3564 2.1173
H -3.4278 1.9105 0.2083
H -1.7250 2.0450 -0.0262
H -2.8466 3.4512 -0.0846
H -2.4384 1.8738 2.6017
H -3.0682 3.5061 2.3096
H -1.0811 4.1271 1.5453
C -0.9939 -4.7532 2.3742
C 0.3240 -5.4557 2.0576
O 0.3905 -5.6729 0.6471
H -1.2656 -4.0145 1.6202
H -0.8353 -4.2191 3.3111
H -1.8747 -5.3774 2.5248
H 0.3908 -6.4211 2.5591
H 1.1434 -4.7657 2.2594
H 0.2922 -4.8445 0.1720
```

**HOMO-LUMO gap**: 0.2799 Ha
**Highest occupied orbital energy**: -8.10 eV
**LUMO energy**: -0.48 eV

***

Record 2
Entry from the Open Molecules 2025 dataset: a 10-piece molecular cluster, C40H104N4O14 overall in a non-equilibrium geometry (ωB97M-V with the def2-TZVPD basis set).

Geometry as XYZ:
```
162
C40H104N4O14 | the Open Molecules 2025 dataset | ωB97M-V with the def2-TZVPD basis set
C 10.8546 41.2252 16.3531
O 11.6284 41.1605 17.5438
C 12.1417 39.8818 17.8533
C 13.1390 39.9603 18.9990
N 13.6364 38.6368 19.3096
C 14.3704 38.5337 20.5551
C 14.7960 37.1387 20.8983
O 13.6879 36.4047 21.3745
C 14.0020 35.2067 22.0128
H 10.2966 40.3013 16.1883
H 11.5400 41.4051 15.5209
H 10.2020 42.0812 16.5005
H 12.6996 39.5191 16.9821
H 11.3026 39.2054 18.0518
H 12.7664 40.4826 19.8920
H 13.9759 40.5697 18.6471
H 12.8914 37.9517 19.2813
H 13.7816 38.8854 21.4206
H 15.2258 39.2131 20.6033
H 15.6194 37.1124 21.6210
H 15.1801 36.6485 19.9907
H 14.5604 34.5094 21.3758
H 13.0979 34.7463 22.4029
H 14.6649 35.3722 22.8761
C 6.5477 39.8198 27.9713
O 7.6535 40.6531 27.6661
C 7.3275 42.0130 27.5691
C 8.4764 42.7644 26.9267
N 8.6554 42.4375 25.5236
C 9.8639 42.9746 24.9511
C 10.0063 42.6539 23.4704
O 10.2862 41.2698 23.3064
C 10.5420 40.9616 21.9557
H 5.8864 39.8422 27.0982
H 5.9903 40.1733 28.8426
H 6.8657 38.7950 28.1444
H 7.0353 42.5211 28.4952
H 6.4481 42.1808 26.9279
H 9.3656 42.5606 27.5481
H 8.3386 43.8468 26.9974
H 8.5786 41.4347 25.3790
H 10.7713 42.6537 25.4858
H 9.8703 44.0683 25.0242
H 10.8317 43.2211 23.0255
H 9.0853 42.8956 22.9278
H 10.8588 39.9187 21.9332
H 11.3001 41.5720 21.4548
H 9.6402 41.0499 21.3358
C 12.6148 41.5946 28.1486
O 12.1972 40.7072 27.1415
C 11.0135 39.9821 27.4464
C 10.5623 39.2905 26.1994
N 9.3483 38.5415 26.4577
C 8.7603 37.7064 25.4163
C 8.2938 38.4129 24.1588
O 7.3342 39.4058 24.5038
C 6.8467 40.0624 23.3545
H 11.7830 42.2234 28.4959
H 13.3588 42.2586 27.7146
H 12.9829 41.1064 29.0567
H 10.2488 40.6785 27.8118
H 11.1923 39.2600 28.2509
H 11.3650 38.6100 25.8890
H 10.4195 40.0005 25.3753
H 8.6555 39.2082 26.8040
H 7.9218 37.1280 25.8069
H 9.5252 36.9781 25.1277
H 7.8030 37.6934 23.4875
H 9.1419 38.8100 23.5940
H 6.4188 41.0115 23.6900
H 5.9938 39.5188 22.9326
H 7.5871 40.3181 22.5949
C 7.0998 39.5005 21.0176
O 7.6372 38.2599 21.4058
C 6.6234 37.2916 21.6369
C 7.2724 35.9355 21.7729
N 8.1248 35.9380 22.9485
C 9.1188 34.8746 23.0309
C 10.0942 35.2263 24.1389
O 10.8634 36.3551 23.8243
C 11.9398 36.5882 24.6886
H 6.4325 39.8662 21.8103
H 6.5059 39.4639 20.1010
H 7.9092 40.2231 20.9478
H 5.8995 37.3173 20.8156
H 6.1074 37.5555 22.5680
H 7.8513 35.6973 20.8653
H 6.5138 35.1497 21.8395
H 8.6446 36.8125 22.9227
H 9.6261 34.7258 22.0672
H 8.6296 33.9381 23.3121
H 10.7309 34.3336 24.2586
H 9.6055 35.4117 25.1030
H 11.6446 36.6503 25.7443
H 12.3997 37.5346 24.4144
H 12.6693 35.7743 24.6063
C 19.0060 38.8993 18.0561
C 18.1405 39.3782 19.2000
C 18.4400 38.6898 20.5240
O 18.2760 40.7708 19.3705
H 18.9338 37.8525 17.7647
H 20.0555 39.0889 18.3168
H 18.8222 39.4628 17.1385
H 17.1218 39.1446 18.8466
H 17.6887 38.8834 21.2875
H 19.4713 38.8340 20.8525
H 18.4474 37.5965 20.3856
H 17.7312 41.0846 20.1141
C 16.8950 39.2453 30.3480
C 16.3930 39.9528 29.1204
C 16.9069 41.3928 29.0258
O 16.7796 39.2663 27.9422
H 16.6633 39.8444 31.2322
H 17.9826 39.1501 30.3235
H 16.4294 38.2754 30.5173
H 15.2950 39.9705 29.1383
H 16.5090 42.0386 29.8152
H 16.5182 41.9015 28.1381
H 17.9941 41.3528 28.9757
H 16.2617 39.5541 27.1825
C 12.8753 44.6314 25.0779
C 14.2866 45.0167 25.5100
C 14.7947 44.4140 26.8108
O 15.2510 44.6690 24.4852
H 12.6770 45.1860 24.1566
H 12.1644 45.0332 25.8063
H 12.6550 43.5691 25.0095
H 14.3668 46.1080 25.5816
H 14.1288 44.6763 27.6308
H 15.8196 44.7504 26.9583
H 14.8261 43.3255 26.7172
H 14.8368 44.9828 23.6705
C 18.1746 42.2079 25.6465
C 18.3382 42.5423 24.1679
C 19.0805 41.4726 23.4141
O 17.0125 42.6615 23.6302
H 17.5147 42.8987 26.1790
H 19.1171 42.2360 26.2018
H 17.7224 41.2249 25.7995
H 18.9007 43.4772 24.0683
H 20.1467 41.4534 23.6419
H 18.9890 41.6288 22.3371
H 18.7100 40.4744 23.6598
H 16.5845 43.4545 23.9966
C 15.7968 39.4629 23.8938
C 14.7473 40.3606 24.5301
C 13.4052 40.2426 23.8232
O 14.6258 39.9619 25.8963
H 16.7982 39.7301 24.2302
H 15.8030 39.5300 22.8066
H 15.5213 38.4480 24.1869
H 15.0513 41.4124 24.4793
H 12.6106 40.7748 24.3510
H 13.1134 39.2004 23.6833
H 13.4425 40.7549 22.8563
H 13.8444 40.4162 26.2499
C 15.3804 42.3056 20.8142
O 16.3653 41.3926 21.2564
H 15.7992 43.3135 20.6981
H 15.0890 42.0460 19.7950
H 14.4912 42.3211 21.4516
H 16.6389 41.7460 22.1282
```

**Structure (SMILES)**: COCCNCCOC.COCCNCCOC.COCCNCCOC.COCCNCCOC.CC(C)O.CC(C)O.CC(C)O.CC(C)O.CC(C)O.CO
**HOMO-LUMO gap**: 0.3100 Ha
**Highest occupied orbital energy**: -8.09 eV
**LUMO energy**: 0.35 eV

***

Record 3
Entry from the Open Molecules 2025 dataset: a 10-piece molecular cluster, C40H105N5O20 overall in a non-equilibrium geometry (ωB97M-V with the def2-TZVPD basis set).

Geometry as XYZ:
```
170
C40H105N5O20 | the Open Molecules 2025 dataset | ωB97M-V with the def2-TZVPD basis set
C -4.9359 -6.1254 -24.4929
O -3.7648 -6.4982 -25.2126
C -3.4784 -5.5557 -26.2252
C -2.2969 -5.9865 -27.0763
N -1.1544 -6.3428 -26.2273
C -0.0843 -6.9452 -26.9951
C 1.2291 -6.9416 -26.2007
O 1.1516 -7.9642 -25.2300
C 1.7002 -7.7172 -23.9546
H -5.8023 -5.9493 -25.1373
H -4.7196 -5.2145 -23.9304
H -5.1434 -6.9902 -23.8674
H -3.1907 -4.5612 -25.8581
H -4.3562 -5.3875 -26.8545
H -2.0147 -5.1301 -27.6917
H -2.5380 -6.8623 -27.6951
H -1.5212 -7.0268 -25.5744
H 0.1214 -6.4319 -27.9327
H -0.2791 -8.0239 -27.0683
H 1.3600 -5.9665 -25.7154
H 2.1006 -6.9897 -26.8625
H 2.7181 -7.3279 -24.0548
H 1.7004 -8.6888 -23.4660
H 1.1347 -7.0041 -23.3471
C -12.4791 0.7118 -26.9804
O -12.5867 1.7734 -26.0564
C -12.3469 1.3315 -24.7352
C -12.3001 2.5610 -23.8286
N -11.2332 3.4805 -24.2270
C -9.9155 2.9785 -23.9031
C -8.9636 4.0003 -23.2902
O -8.4578 4.8693 -24.2862
C -7.8601 5.9899 -23.6778
H -13.3870 0.1102 -27.0299
H -11.6403 0.0434 -26.7517
H -12.1883 1.0947 -27.9595
H -11.3703 0.8233 -24.7318
H -13.0828 0.5629 -24.4682
H -12.4411 2.4373 -22.7560
H -13.2480 3.0331 -24.1290
H -11.3784 3.4263 -25.2302
H -9.3813 2.4891 -24.7315
H -10.0166 2.1402 -23.1998
H -8.1431 3.4650 -22.7913
H -9.4855 4.5730 -22.5142
H -6.9747 5.7117 -23.0919
H -8.5899 6.4632 -23.0125
H -7.5016 6.7568 -24.3631
C -14.1438 -5.6408 -28.4381
O -13.0379 -4.8897 -27.9540
C -13.1658 -4.6240 -26.5578
C -12.3212 -3.4554 -26.1268
N -10.9183 -3.8058 -25.9365
C -10.0661 -2.6188 -25.9216
C -8.6601 -3.0467 -25.5670
O -7.7245 -2.0640 -25.9930
C -7.5345 -0.8621 -25.2432
H -14.0648 -6.6943 -28.1583
H -14.2720 -5.4585 -29.5006
H -15.0664 -5.3155 -27.9462
H -12.8383 -5.5654 -26.0937
H -14.1817 -4.4164 -26.2050
H -12.6972 -3.1262 -25.1539
H -12.4375 -2.6404 -26.8503
H -10.5811 -4.4327 -26.6570
H -10.4894 -1.8406 -25.2762
H -10.0530 -2.0533 -26.8673
H -8.3413 -4.0136 -25.9512
H -8.5560 -3.1582 -24.4776
H -7.1522 -1.2495 -24.2915
H -8.4729 -0.3386 -25.0451
H -6.7790 -0.2878 -25.7696
C -9.5624 1.8978 -30.1589
O -9.4280 1.6547 -28.7699
C -8.9889 0.3473 -28.4269
C -7.4823 0.1936 -28.6108
N -7.1218 -1.2086 -28.5139
C -5.6763 -1.4057 -28.6435
C -5.1888 -2.6954 -28.0130
O -5.5483 -3.8063 -28.8415
C -6.6592 -4.5342 -28.3685
H -10.3742 2.6057 -30.3273
H -9.7986 0.9517 -30.6545
H -8.6606 2.3103 -30.6173
H -9.5003 -0.3477 -29.1025
H -9.2782 0.2002 -27.3872
H -6.9651 0.8163 -27.8696
H -7.3061 0.4663 -29.6560
H -7.4832 -1.6669 -27.6688
H -5.2506 -0.6229 -27.9932
H -5.3126 -1.2171 -29.6522
H -5.4586 -2.7430 -26.9571
H -4.0955 -2.6428 -28.0494
H -7.0579 -5.0757 -29.2330
H -7.4573 -3.8726 -28.0344
H -6.4214 -5.3196 -27.6415
C -9.8854 1.4288 -33.8248
O -8.7444 1.0239 -33.0846
C -8.3391 -0.2775 -33.4017
C -7.2911 -0.8729 -32.4638
N -6.9615 -2.2211 -32.8428
C -6.1730 -2.8980 -31.8011
C -5.9788 -4.3332 -32.2639
O -7.2149 -5.0335 -32.0219
C -7.0981 -6.4204 -32.1429
H -9.5604 1.4622 -34.8726
H -10.1307 2.4641 -33.5967
H -10.7372 0.7593 -33.7057
H -7.8766 -0.3795 -34.3952
H -9.1431 -1.0217 -33.4747
H -7.7012 -0.7860 -31.4393
H -6.3847 -0.2653 -32.3763
H -7.7398 -2.7993 -33.1254
H -6.8303 -2.8991 -30.9262
H -5.2119 -2.4506 -31.5612
H -5.2868 -4.8127 -31.5615
H -5.6572 -4.4704 -33.2961
H -6.7840 -6.6825 -33.1627
H -8.0783 -6.8646 -31.9664
H -6.3754 -6.8387 -31.4299
O -7.9511 6.7227 -31.0016
C -9.3201 7.0398 -30.5642
C -10.2542 6.1349 -31.3255
O -11.5410 6.2948 -30.7502
H -7.3367 6.8446 -30.2779
H -9.2014 6.7103 -29.5307
H -9.3976 8.1218 -30.6596
H -9.8532 5.1493 -31.0668
H -10.2250 6.2865 -32.4040
H -12.2278 6.0803 -31.3861
O -9.7370 -4.6053 -28.7441
C -9.6334 -3.5813 -29.7435
C -10.9668 -3.4242 -30.4888
O -11.9712 -2.9791 -29.5842
H -9.7153 -5.4690 -29.1624
H -9.1768 -2.6996 -29.2963
H -8.8967 -3.9625 -30.4656
H -11.2739 -4.3736 -30.9359
H -10.8289 -2.6718 -31.2658
H -12.1623 -3.6592 -28.8975
O -9.9271 5.7890 -26.4015
C -10.5778 5.0420 -27.4531
C -11.9947 5.5865 -27.6189
O -12.8905 5.4528 -26.5366
H -9.5260 5.1764 -25.7506
H -9.9678 5.1848 -28.3444
H -10.6329 4.0183 -27.0909
H -12.4000 5.0675 -28.4939
H -11.9652 6.6296 -27.9574
H -12.4134 5.8816 -25.8084
O -4.1358 0.3745 -25.9755
C -3.2276 0.0223 -24.9232
C -2.7856 -1.4052 -25.0165
O -2.0578 -1.6931 -26.2028
H -3.6653 0.3782 -26.8164
H -2.3084 0.6171 -24.9698
H -3.7510 0.3093 -24.0155
H -3.5900 -2.1431 -24.8948
H -2.0886 -1.5641 -24.1788
H -1.4965 -2.4493 -26.0184
O -6.6988 2.7817 -33.0505
C -7.3023 4.0682 -32.9866
C -6.7902 4.9813 -34.0763
O -7.0955 6.3591 -33.8395
H -7.3874 2.1000 -32.8587
H -8.3972 4.1126 -33.0181
H -7.0068 4.4416 -31.9997
H -7.2615 4.6516 -35.0066
H -5.7029 4.9087 -34.1729
H -7.2513 6.4481 -32.8851
```

**Structure (SMILES)**: COCCNCCOC.COCCNCCOC.COCCNCCOC.COCCNCCOC.COCCNCCOC.OCCO.OCCO.OCCO.OCCO.OCCO
**HOMO-LUMO gap**: 0.3196 Ha
**Highest occupied orbital energy**: -8.27 eV
**LUMO energy**: 0.43 eV